Record 1
ORCA calculation (the ωB97M-V functional and the def2-TZVPD basis) on C5H5NO2 in the gas phase at a distorted geometry.

The geometry in XYZ format:
```
13
C5H5NO2 the ωB97M-V functional and the def2-TZVPD basis
O -2.692 -0.386 -0.448
C -1.488 -0.185 -0.559
O -0.818 -0.702 -1.768
N 0.564 -0.856 -1.820
C 1.258 -0.583 -0.754
C 0.517 -0.333 0.545
C 0.214 0.861 1.397
C -0.474 0.620 0.061
H 2.324 -0.811 -0.753
H 0.140 -1.311 0.913
H 0.927 1.665 1.434
H -0.312 0.662 2.357
H -0.160 1.359 -0.605
```

calculated total energy: -398.6014 a.u.
structure (SMILES): O=C1ON=C[C@H]2C[C@H]12
E_LUMO: 0.024 hartree
energy relative to the best compared isomer or geometry (same formula, charge and spin): 464.8 kJ/mol
spin multiplicity: 1
HOMO-LUMO gap: 0.4019 hartree
HOMO energy: -0.378 hartree

Per-atom natural (NBO) charges, elementary charge units: atom 1 (O): -0.51, atom 2 (C): 0.79, atom 3 (O): -0.39, atom 4 (N): -0.07, atom 5 (C): 0.03, atom 6 (C): -0.30, atom 7 (C): -0.35, atom 8 (C): -0.38, atom 9 (H): 0.21, atom 10 (H): 0.25, atom 11 (H): 0.24, atom 12 (H): 0.24, atom 13 (H): 0.25

Record 2
ORCA calculation (the ωB97M-V functional and the def2-TZVPD basis) on 2 unconnected molecules or ions with the total composition C2H6O3 at a distorted geometry.

The geometry in XYZ format:
```
11
C2H6O3 the ωB97M-V functional and the def2-TZVPD basis
C -0.933 0.938 0.214
C -0.132 -0.317 0.151
O -0.507 -1.172 -0.797
O 0.316 -0.773 1.320
O 1.779 0.066 -0.622
H -1.022 1.373 -0.776
H -1.931 0.689 0.577
H -0.469 1.637 0.899
H 0.139 -1.883 -0.921
H 1.089 -1.346 1.197
H 1.672 0.790 -1.241
```

calculated total energy: -305.4611 a.u.
E_LUMO: 0.020 hartree
energy relative to the best compared isomer or geometry (same formula, charge and spin): 240.0 kJ/mol
spin multiplicity: 1
HOMO-LUMO gap: 0.3585 hartree
HOMO energy: -0.338 hartree

Per-atom natural (NBO) charges, elementary charge units: atom 1 (C): -0.70, atom 2 (C): 0.88, atom 3 (O): -0.67, atom 4 (O): -0.68, atom 5 (O): -1.03, atom 6 (H): 0.25, atom 7 (H): 0.24, atom 8 (H): 0.25, atom 9 (H): 0.51, atom 10 (H): 0.51, atom 11 (H): 0.44

Record 3
ORCA calculation (the ωB97M-V functional and the def2-TZVPD basis) on C3H5NS2 in the gas phase.

The geometry in XYZ format:
```
11
C3H5NS2 the ωB97M-V functional and the def2-TZVPD basis
S 0.359 2.261 1.672
C 0.373 0.883 0.803
N 1.358 0.078 0.352
C 0.513 -0.855 -0.384
C -0.692 -0.007 0.163
S -1.728 0.864 -1.022
H 2.363 0.188 0.423
H 0.647 -0.815 -1.454
H 0.553 -1.866 -0.026
H -1.303 -0.531 0.913
H -2.444 -0.200 -1.441
```

calculated total energy: -968.4097 a.u.
structure (SMILES): S=C1NC[C@@H]1S
E_LUMO: 0.020 hartree
energy relative to the best compared isomer or geometry (same formula, charge and spin): 92.8 kJ/mol
spin multiplicity: 1
HOMO-LUMO gap: 0.3333 hartree
HOMO energy: -0.314 hartree

Per-atom natural (NBO) charges, elementary charge units: atom 1 (S): -0.10, atom 2 (C): 0.10, atom 3 (N): -0.57, atom 4 (C): -0.21, atom 5 (C): -0.42, atom 6 (S): 0.02, atom 7 (H): 0.41, atom 8 (H): 0.20, atom 9 (H): 0.19, atom 10 (H): 0.24, atom 11 (H): 0.12

Record 4
ORCA calculation (the ωB97M-V functional and the def2-TZVPD basis) on 2 unconnected molecules or ions with the total composition C7H15NO.

The geometry in XYZ format:
```
24
C7H15NO the ωB97M-V functional and the def2-TZVPD basis
C -1.107 3.262 0.478
C -0.949 1.838 0.004
O 0.083 1.730 -0.919
C -1.272 0.711 0.905
N -2.166 1.083 -0.187
H -1.142 3.925 -0.382
H -2.027 3.358 1.043
H -0.260 3.540 1.098
H 0.418 0.822 -0.937
H -0.695 -0.201 0.837
H -1.670 0.920 1.890
H -2.141 0.451 -0.981
C 2.104 -0.666 -0.504
C 1.213 -1.620 -0.273
C 1.082 -2.286 1.064
C 0.280 -2.125 -1.334
H 2.229 -0.220 -1.479
H 2.768 -0.316 0.268
H 1.463 -3.302 1.005
H 0.040 -2.351 1.371
H 1.640 -1.759 1.828
H 0.395 -3.203 -1.451
H -0.759 -1.941 -1.054
H 0.473 -1.649 -2.290
```

calculated total energy: -405.6506 a.u.
structure (SMILES): C[C@@]1(O)CN1.C=C(C)C
E_LUMO: 0.030 hartree
energy relative to the best compared isomer or geometry (same formula, charge and spin): 227.7 kJ/mol
spin multiplicity: 1
HOMO-LUMO gap: 0.3602 hartree
HOMO energy: -0.330 hartree

Per-atom natural (NBO) charges, elementary charge units: atom 1 (C): -0.62, atom 2 (C): 0.37, atom 3 (O): -0.71, atom 4 (C): -0.30, atom 5 (N): -0.62, atom 6 (H): 0.22, atom 7 (H): 0.22, atom 8 (H): 0.21, atom 9 (H): 0.48, atom 10 (H): 0.19, atom 11 (H): 0.19, atom 12 (H): 0.36, atom 13 (C): -0.44, atom 14 (C): 0.03, atom 15 (C): -0.65, atom 16 (C): -0.65, atom 17 (H): 0.20, atom 18 (H): 0.20, atom 19 (H): 0.22, atom 20 (H): 0.21, atom 21 (H): 0.22, atom 22 (H): 0.22, atom 23 (H): 0.21, atom 24 (H): 0.22

Record 5
ORCA calculation (the ωB97M-V functional and the def2-TZVPD basis) on 2 unconnected molecules or ions with the total composition C5H14 at a distorted geometry.

The geometry in XYZ format:
```
19
C5H14 the ωB97M-V functional and the def2-TZVPD basis
C -0.175 -2.481 -0.223
C -0.950 -3.071 -1.321
H -0.698 -1.669 0.339
H -0.130 -3.088 0.710
H 0.782 -2.025 -0.483
H -0.510 -3.677 -2.105
H -1.706 -2.425 -1.814
H -1.748 -3.689 -0.845
C 0.037 1.736 0.293
C 0.107 2.070 1.746
C 1.182 2.245 -0.623
H -0.989 1.919 -0.011
H 0.222 0.595 0.236
H -0.490 2.951 1.993
H -0.280 1.164 2.274
H 1.654 3.095 -0.123
H 0.689 2.644 -1.512
H 1.052 2.200 2.285
H 1.952 1.505 -0.817
```

calculated total energy: -198.4498 a.u.
E_LUMO (spin up / spin down): -0.109 / -0.396 hartree
energy relative to the best compared isomer or geometry (same formula, charge and spin): 97.7 kJ/mol
charge: +1
spin multiplicity: 2
expectation value of S²: 0.753
HOMO-LUMO gap (spin up / spin down): 0.4565 / 0.1299 hartree
HOMO energy (spin up / spin down): -0.565 / -0.526 hartree

Per-atom natural (NBO) charges, elementary charge units: atom 1 (C): -0.59, atom 2 (C): -0.64, atom 3 (H): 0.24, atom 4 (H): 0.28, atom 5 (H): 0.22, atom 6 (H): 0.25, atom 7 (H): 0.26, atom 8 (H): 0.25, atom 9 (C): -0.32, atom 10 (C): -0.63, atom 11 (C): -0.56, atom 12 (H): 0.26, atom 13 (H): 0.36, atom 14 (H): 0.27, atom 15 (H): 0.30, atom 16 (H): 0.26, atom 17 (H): 0.27, atom 18 (H): 0.25, atom 19 (H): 0.26

Record 6
ORCA calculation (the ωB97M-V functional and the def2-TZVPD basis) on a molecular structure, C21H26F5N5OPPt at a distorted geometry.

The geometry in XYZ format:
```
60
C21H26F5N5OPPt the ωB97M-V functional and the def2-TZVPD basis
Pt -0.228 -0.060 -0.815
N 1.112 4.100 -1.276
C 0.948 2.918 -1.877
N 0.399 2.076 -1.013
C 0.250 2.818 0.130
N 0.681 4.047 -0.030
C -0.297 2.258 1.345
C -0.599 3.052 2.476
N -1.103 2.482 3.528
C -1.306 1.194 3.600
C -1.007 0.396 2.483
N -0.534 0.950 1.388
H 1.504 4.963 -1.646
H 1.228 2.698 -2.892
H -0.431 4.123 2.475
H -1.726 0.786 4.511
H -1.134 -0.676 2.505
F 6.435 -2.365 -1.561
C 5.223 -2.126 -1.156
C 4.376 -1.280 -1.926
F 4.824 -0.745 -3.037
C 3.095 -1.042 -1.485
F 2.244 -0.221 -2.142
C 2.559 -1.609 -0.281
O 1.376 -1.409 0.103
C 3.457 -2.451 0.473
F 2.984 -2.993 1.577
C 4.749 -2.703 0.042
F 5.535 -3.485 0.738
C -2.153 -3.937 -3.088
C -1.400 -2.620 -2.986
C 0.112 -2.815 -2.937
P -1.913 -1.546 -1.535
C -2.485 -2.499 0.007
C -1.310 -3.324 0.512
C -3.754 -3.309 -0.145
C -3.342 -0.496 -2.132
C -4.436 -1.229 -2.882
C -3.849 0.342 -0.966
H -1.906 -4.408 -4.044
H -3.234 -3.812 -3.078
H -1.848 -4.637 -2.312
H -1.643 -2.004 -3.865
H 0.414 -3.339 -2.031
H 0.622 -1.851 -2.994
H 0.431 -3.415 -3.789
H -2.675 -1.666 0.701
H -1.064 -4.147 -0.155
H -1.575 -3.777 1.467
H -0.419 -2.712 0.654
H -3.652 -4.151 -0.823
H -4.610 -2.704 -0.434
H -4.001 -3.725 0.835
H -2.834 0.176 -2.845
H -4.968 -1.939 -2.253
H -4.058 -1.739 -3.763
H -5.181 -0.507 -3.220
H -4.411 -0.248 -0.246
H -4.525 1.112 -1.333
H -3.010 0.830 -0.457
```

calculated total energy: -2123.6289 a.u.
E_LUMO (spin up / spin down): -0.379 / -0.545 hartree
charge: +3
spin multiplicity: 5
expectation value of S²: 6.026
HOMO-LUMO gap (spin up / spin down): 0.2702 / 0.1082 hartree
HOMO energy (spin up / spin down): -0.649 / -0.653 hartree

Per-atom natural (NBO) charges, elementary charge units: atom 1 (Pt): 0.98, atom 2 (N): -0.29, atom 3 (C): 0.23, atom 4 (N): -0.62, atom 5 (C): 0.27, atom 6 (N): -0.17, atom 7 (C): 0.09, atom 8 (C): 0.09, atom 9 (N): -0.32, atom 10 (C): 0.06, atom 11 (C): 0.01, atom 12 (N): -0.43, atom 13 (H): 0.47, atom 14 (H): 0.25, atom 15 (H): 0.25, atom 16 (H): 0.25, atom 17 (H): 0.22, atom 18 (F): -0.18, atom 19 (C): 0.33, atom 20 (C): 0.45, atom 21 (F): -0.18, atom 22 (C): 0.42, atom 23 (F): -0.23, atom 24 (C): 0.25, atom 25 (O): -0.46, atom 26 (C): 0.47, atom 27 (F): -0.16, atom 28 (C): 0.44, atom 29 (F): -0.15, atom 30 (C): -0.63, atom 31 (C): -0.51, atom 32 (C): -0.61, atom 33 (P): 1.03, atom 34 (C): -0.48, atom 35 (C): -0.63, atom 36 (C): -0.63, atom 37 (C): -0.50, atom 38 (C): -0.62, atom 39 (C): -0.62, atom 40 (H): 0.26, atom 41 (H): 0.24, atom 42 (H): 0.22, atom 43 (H): 0.25, atom 44 (H): 0.20, atom 45 (H): 0.18, atom 46 (H): 0.26, atom 47 (H): 0.23, atom 48 (H): 0.22, atom 49 (H): 0.25, atom 50 (H): 0.20, atom 51 (H): 0.23, atom 52 (H): 0.23, atom 53 (H): 0.25, atom 54 (H): 0.24, atom 55 (H): 0.23, atom 56 (H): 0.22, atom 57 (H): 0.26, atom 58 (H): 0.23, atom 59 (H): 0.26, atom 60 (H): 0.19

Record 7
ORCA calculation (the ωB97M-V functional and the def2-TZVPD basis) on a molecular structure, C35H41ClN6OSiSn.

The geometry in XYZ format:
```
86
C35H41ClN6OSiSn the ωB97M-V functional and the def2-TZVPD basis
Sn 0.057 0.426 0.205
C -2.033 -1.299 2.081
C -1.499 -0.370 3.156
N -0.119 -0.002 2.823
C 0.357 1.225 3.476
C -0.351 2.435 2.901
C -0.530 3.592 3.631
C -1.194 4.657 3.036
C -1.665 4.531 1.743
C -1.444 3.338 1.071
C -1.905 3.138 -0.360
N -1.728 1.762 -0.839
C -2.943 0.932 -0.843
C -3.132 0.276 0.507
N -2.009 -0.667 0.733
N -0.799 2.324 1.642
H -3.049 -1.614 2.330
H -1.417 -2.198 2.035
H -1.584 -0.859 4.130
H -2.096 0.541 3.208
H 0.507 -0.767 3.054
H 1.432 1.310 3.297
H 0.212 1.209 4.560
H -0.168 3.657 4.650
H -1.350 5.576 3.587
H -2.199 5.340 1.260
H -1.331 3.802 -1.008
H -2.950 3.450 -0.439
H -1.331 1.765 -1.771
H -2.803 0.164 -1.607
H -3.829 1.509 -1.114
H -4.090 -0.245 0.557
H -3.118 1.024 1.300
H -2.095 -1.404 0.038
N 3.971 -0.482 0.665
C 3.453 -1.656 1.157
C 4.260 -2.563 1.863
C 3.682 -3.700 2.365
C 2.318 -3.936 2.167
C 1.616 -2.989 1.462
N 2.153 -1.862 0.963
H 4.964 -0.335 0.658
H 3.416 0.057 0.025
H 5.314 -2.357 2.005
H 4.285 -4.413 2.914
H 1.834 -4.828 2.538
H 0.558 -3.139 1.262
Cl 0.565 -4.627 -1.938
C 1.212 -2.987 -2.163
H 0.458 -2.275 -1.842
H 2.089 -2.877 -1.533
O -0.144 -0.127 -1.926
Si 0.371 0.044 -3.436
C -0.921 -0.361 -4.697
C -1.137 0.388 -5.862
C -2.151 0.052 -6.753
C -2.969 -1.040 -6.499
C -2.772 -1.804 -5.353
C -1.762 -1.464 -4.465
C 1.713 -1.271 -3.958
C 2.711 -0.921 -4.839
C 3.625 -1.870 -5.314
C 3.564 -3.238 -4.993
C 2.557 -3.648 -4.186
C 1.562 -2.713 -3.643
C 1.068 1.764 -3.650
C 2.398 2.149 -3.439
C 2.776 3.488 -3.425
C 1.825 4.480 -3.618
C 0.494 4.131 -3.818
C 0.123 2.791 -3.832
H -0.497 1.234 -6.091
H -2.301 0.642 -7.649
H -3.759 -1.299 -7.192
H -3.406 -2.660 -5.156
H -1.642 -2.066 -3.565
H 2.800 0.101 -5.186
H 4.422 -1.531 -5.969
H 4.291 -3.931 -5.393
H 2.437 -4.696 -3.934
H 0.635 -2.966 -4.213
H 3.167 1.404 -3.260
H 3.814 3.757 -3.269
H 2.120 5.522 -3.619
H -0.248 4.902 -3.989
H -0.919 2.543 -4.027
```

calculated total energy: -2725.6930 a.u.
E_LUMO: -0.254 hartree
charge: +2
spin multiplicity: 1
HOMO-LUMO gap: 0.2207 hartree
HOMO energy: -0.474 hartree

Per-atom natural (NBO) charges, elementary charge units: atom 1 (Sn): 1.52, atom 2 (C): -0.23, atom 3 (C): -0.24, atom 4 (N): -0.67, atom 5 (C): -0.26, atom 6 (C): 0.22, atom 7 (C): -0.24, atom 8 (C): -0.11, atom 9 (C): -0.24, atom 10 (C): 0.23, atom 11 (C): -0.27, atom 12 (N): -0.71, atom 13 (C): -0.24, atom 14 (C): -0.24, atom 15 (N): -0.72, atom 16 (N): -0.57, atom 17 (H): 0.22, atom 18 (H): 0.21, atom 19 (H): 0.22, atom 20 (H): 0.21, atom 21 (H): 0.40, atom 22 (H): 0.24, atom 23 (H): 0.21, atom 24 (H): 0.24, atom 25 (H): 0.24, atom 26 (H): 0.24, atom 27 (H): 0.24, atom 28 (H): 0.22, atom 29 (H): 0.43, atom 30 (H): 0.23, atom 31 (H): 0.22, atom 32 (H): 0.22, atom 33 (H): 0.21, atom 34 (H): 0.40, atom 35 (N): -0.80, atom 36 (C): 0.38, atom 37 (C): -0.29, atom 38 (C): -0.12, atom 39 (C): -0.30, atom 40 (C): 0.04, atom 41 (N): -0.53, atom 42 (H): 0.40, atom 43 (H): 0.40, atom 44 (H): 0.23, atom 45 (H): 0.24, atom 46 (H): 0.24, atom 47 (H): 0.18, atom 48 (Cl): -0.03, atom 49 (C): -0.36, atom 50 (H): 0.25, atom 51 (H): 0.24, atom 52 (O): -1.43, atom 53 (Si): 1.96, atom 54 (C): -0.58, atom 55 (C): -0.18, atom 56 (C): -0.20, atom 57 (C): -0.18, atom 58 (C): -0.23, atom 59 (C): -0.15, atom 60 (C): -0.17, atom 61 (C): -0.23, atom 62 (C): 0.03, atom 63 (C): -0.28, atom 64 (C): 0.05, atom 65 (C): -0.43, atom 66 (C): -0.56, atom 67 (C): -0.14, atom 68 (C): -0.22, atom 69 (C): -0.19, atom 70 (C): -0.20, atom 71 (C): -0.22, atom 72 (H): 0.22, atom 73 (H): 0.23, atom 74 (H): 0.23, atom 75 (H): 0.23, atom 76 (H): 0.19, atom 77 (H): 0.24, atom 78 (H): 0.24, atom 79 (H): 0.26, atom 80 (H): 0.25, atom 81 (H): 0.35, atom 82 (H): 0.19, atom 83 (H): 0.23, atom 84 (H): 0.23, atom 85 (H): 0.23, atom 86 (H): 0.21

Record 8
ORCA calculation (the ωB97M-V functional and the def2-TZVPD basis) on C6H10N2 in the gas phase at a distorted geometry.

The geometry in XYZ format:
```
18
C6H10N2 the ωB97M-V functional and the def2-TZVPD basis
C 0.686 2.341 0.153
C 0.290 2.499 1.587
C -0.644 1.721 0.585
N -0.919 0.230 0.503
N 0.078 -0.552 0.467
C -0.384 -1.909 0.109
C 0.631 -2.524 -0.784
C -0.730 -2.035 -1.368
H 0.695 3.204 -0.508
H 1.377 1.627 -0.161
H -0.010 3.556 1.871
H 0.882 1.910 2.230
H -1.529 2.110 0.183
H -0.839 -2.487 0.970
H 1.514 -1.951 -1.081
H 0.740 -3.652 -0.797
H -0.575 -1.273 -2.101
H -1.264 -2.816 -1.858
```

calculated total energy: -343.9754 a.u.
structure (SMILES): C1CC1/N=N/C1CC1
E_LUMO: 0.026 hartree
energy relative to the best compared isomer or geometry (same formula, charge and spin): 423.5 kJ/mol
spin multiplicity: 1
HOMO-LUMO gap: 0.3580 hartree
HOMO energy: -0.332 hartree

Per-atom natural (NBO) charges, elementary charge units: atom 1 (C): -0.42, atom 2 (C): -0.41, atom 3 (C): -0.12, atom 4 (N): -0.11, atom 5 (N): -0.17, atom 6 (C): -0.12, atom 7 (C): -0.42, atom 8 (C): -0.44, atom 9 (H): 0.21, atom 10 (H): 0.22, atom 11 (H): 0.23, atom 12 (H): 0.23, atom 13 (H): 0.21, atom 14 (H): 0.23, atom 15 (H): 0.22, atom 16 (H): 0.21, atom 17 (H): 0.22, atom 18 (H): 0.22